Entry 1:
The following is a DFT calculation (ωB97M-V with the def2-TZVPD basis set) of a structure of composition C20H15Cl2IrN7O3S in a non-equilibrium geometry.

```
49
Properties=species:S:1:pos:R:3:forces:R:3
Ir 0.10739 -0.53785 -0.12748 0.814 -0.053 0.193
Cl 2.07449 5.30558 3.01153 -0.009 -0.004 -0.012
C 1.32518 4.38213 1.78203 0.066 -0.082 0.161
C 1.12774 3.03136 1.98741 0.071 0.243 0.018
C 0.53226 2.23820 1.00872 -0.383 -0.378 -0.062
N 0.47290 0.85341 1.13008 0.380 0.833 0.002
C 0.95498 0.23934 2.33199 0.093 -0.244 0.322
O 0.50713 0.43747 3.42220 0.248 0.166 -0.127
C 2.05497 -0.74192 2.01626 -0.160 0.032 -0.507
C 3.12636 -1.01752 2.83722 -0.286 0.063 -0.056
C 4.10853 -1.86595 2.34309 0.078 -0.086 -0.065
C 3.97267 -2.40284 1.07262 0.085 0.008 0.033
C 2.85515 -2.09553 0.31447 -0.069 0.127 0.130
N 1.91685 -1.26869 0.77885 -0.168 -0.333 0.563
C 0.05892 2.84446 -0.16303 -0.087 0.044 -0.167
C 0.30040 4.20624 -0.38355 -0.113 -0.376 -0.039
C 0.93007 4.96782 0.57597 0.130 0.256 0.118
Cl 1.19508 6.63949 0.27136 -0.035 -0.266 0.032
N -0.73564 2.07567 -1.09275 0.023 0.571 0.089
C -1.46950 2.76177 -2.12794 -0.138 -0.120 -0.061
O -1.41662 3.90180 -2.44700 -0.097 -0.045 -0.082
C -2.33390 1.73744 -2.73679 0.247 0.348 -0.066
C -3.22027 1.91163 -3.73986 -0.172 -0.354 -0.008
C -3.95494 0.76417 -4.12530 0.122 0.216 0.056
C -3.74128 -0.41788 -3.47511 0.295 -0.061 0.240
C -2.78086 -0.51286 -2.43602 -0.760 -0.478 -0.395
N -2.07703 0.56585 -2.10353 0.727 0.349 0.424
H 1.44595 2.60130 2.92360 0.032 -0.003 0.022
H 3.18448 -0.56897 3.81812 -0.005 -0.004 0.042
H 4.97822 -2.09806 2.94155 0.021 -0.006 0.019
H 4.73023 -3.05293 0.66001 0.028 -0.001 -0.004
H 2.70105 -2.49487 -0.67772 -0.005 -0.007 -0.013
H -0.01096 4.70117 -1.28455 0.077 -0.029 0.087
H -3.35041 2.88273 -4.19492 0.004 0.014 0.013
H -4.69311 0.82600 -4.91290 -0.009 -0.007 -0.020
H -4.30742 -1.30610 -3.72289 0.005 -0.003 -0.004
H -3.02608 -2.37840 -2.14838 -0.069 0.078 -0.020
N -1.72349 -2.55469 1.76001 -0.022 -0.097 0.066
N -0.69880 -3.48466 1.60301 0.075 0.103 0.096
C -0.00115 -3.72799 0.49763 0.152 -0.139 -0.023
N 0.81274 -4.78418 0.50083 -0.092 -0.015 0.039
S -0.11614 -2.81694 -0.96277 -0.219 0.313 -0.342
H -1.36455 -1.60452 1.72740 -0.078 -0.098 -0.072
H -2.43120 -2.69555 1.04833 0.059 0.093 0.001
H -0.56967 -4.08558 2.40746 -0.020 0.026 -0.043
H 0.80951 -5.45974 1.25093 -0.035 -0.040 -0.038
H 1.29155 -5.03099 -0.34965 0.047 0.033 0.021
O -2.59086 -1.61055 -1.74966 0.057 0.057 0.082
C -0.96094 0.74072 -1.06088 -0.902 -0.647 -0.646
```
Positions in Å, forces in eV/Å.

The total charge is +2. As for the spin multiplicity: 2. As for the HOMO-LUMO gap (spin up / spin down): 5.68 / 5.95 eV. As for the energy above the lowest of the compared OMol25 structures with the same formula, charge and spin: 181.9 kJ/mol. For the electronic energy, the calculation gives -76260.79734 eV.

Atom charges from the Mulliken analysis, given in e for atoms 1 to 2: 0.310 -0.148

Entry 2:
The following is a DFT calculation (ωB97M-V with the def2-TZVPD basis set) of a cluster of 5 separate species, C9H9Cl12N in total in a non-equilibrium geometry.

```
31
Properties=species:S:1:pos:R:3:forces:R:3
Cl 13.00268 -8.01209 -4.10967 0.019 0.098 -0.048
C 13.93547 -6.72889 -4.84514 0.164 0.562 -0.066
Cl 14.73469 -5.70501 -3.62942 -0.149 -0.118 0.040
Cl 12.95002 -5.69645 -5.91875 0.233 -0.352 0.207
H 14.74101 -7.14513 -5.43336 -0.150 -0.167 -0.126
Cl 9.24330 -2.05993 -3.56869 -0.186 0.721 -0.389
C 9.21702 -3.68135 -2.95595 0.635 -0.295 0.343
Cl 10.70839 -4.51974 -3.48767 -0.514 0.005 0.231
Cl 7.76525 -4.55058 -3.40442 -0.064 -0.137 -0.160
H 9.22731 -3.58791 -1.87654 0.126 -0.295 -0.020
Cl 9.02545 -9.83055 -13.14538 0.168 -0.141 0.232
C 9.97198 -11.09731 -12.31358 -0.306 0.422 -0.333
Cl 10.60333 -12.22378 -13.50606 0.148 -0.131 0.066
Cl 8.99733 -11.90598 -11.10648 -0.141 -0.114 0.090
H 10.79516 -10.61434 -11.80553 0.070 -0.011 -0.075
Cl 14.16192 -13.19458 -8.57885 0.480 0.153 0.411
C 12.80258 -12.90630 -9.60579 -0.826 0.181 -0.255
Cl 12.20154 -11.21661 -9.54648 0.495 -0.239 0.098
Cl 11.45697 -13.97138 -9.16862 0.147 -0.078 -0.166
H 13.11486 -13.10281 -10.62373 -0.205 -0.021 -0.037
C 9.28127 -7.57093 -8.83623 0.043 0.097 0.112
C 9.30218 -6.55204 -7.90465 0.096 -0.055 0.030
C 9.84788 -6.81652 -6.64999 -0.461 -0.098 -0.163
N 10.29646 -8.01191 -6.29179 0.077 -0.137 -0.326
C 10.26673 -9.00474 -7.20497 0.169 0.965 1.078
C 9.77178 -8.82103 -8.47753 0.013 -0.211 -0.523
H 8.90195 -7.36858 -9.82951 -0.049 -0.199 -0.033
H 8.89932 -5.58047 -8.15699 0.104 0.076 0.111
H 9.88460 -6.03588 -5.90053 0.046 0.010 0.084
H 10.70141 -9.90747 -6.79759 -0.163 -0.399 -0.523
H 9.77133 -9.62302 -9.20521 -0.017 -0.094 0.108
```
Positions in Å, forces in eV/Å.

The total charge is 0. As for the HOMO-LUMO gap: 10.06 eV. As for the energy above the lowest of the compared OMol25 structures with the same formula, charge and spin: 0.0 kJ/mol. For the electronic energy, the calculation gives -161237.52230 eV.

Atom charges from the Mulliken analysis, given in e for atoms 1 to 2: -0.085 -0.065

Entry 3:
The following is a DFT calculation (ωB97M-V with the def2-TZVPD basis set) of an isolated molecule of C4H7NO.

```
13
Properties=species:S:1:pos:R:3:forces:R:3
C -1.19080 1.52801 0.75032 0.108 -0.101 0.014
C -0.24873 0.59864 0.87738 -0.142 0.139 0.048
N 0.12773 -0.29258 -0.14938 -0.130 -0.100 -0.096
C 1.54270 -0.51488 -0.40316 0.144 -0.005 -0.001
C -0.78618 -1.08794 -0.78858 0.053 -0.017 -0.086
O -0.49533 -1.93101 -1.61176 -0.085 0.261 0.209
H -1.47225 2.14288 1.59855 0.044 -0.111 -0.107
H -1.69155 1.70804 -0.19664 0.047 -0.081 0.126
H 0.28818 0.45940 1.81644 -0.050 0.075 -0.137
H 2.09046 0.40775 -0.19831 -0.067 -0.139 -0.023
H 1.67057 -0.78577 -1.45267 -0.017 0.004 0.158
H 1.94416 -1.32505 0.21705 -0.044 0.100 -0.077
H -1.82318 -0.88314 -0.46729 0.138 -0.025 -0.029
```
Positions in Å, forces in eV/Å.

The total charge is 0. As for the HOMO-LUMO gap: 10.17 eV. As for the energy above the lowest of the compared OMol25 structures with the same formula, charge and spin: 117.4 kJ/mol. For the electronic energy, the calculation gives -7798.42734 eV.

Atom charges from the Mulliken analysis, given in e for atoms 1 to 2: -0.760 -0.047

Entry 4:
The following is a DFT calculation (ωB97M-V with the def2-TZVPD basis set) of a structure of composition C23H39N7O8PPdSSi in a non-equilibrium geometry.

```
81
Properties=species:S:1:pos:R:3:forces:R:3
Pd -0.71891 -0.13319 1.50083 -0.006 -0.042 -0.037
N 2.54812 -0.18502 -2.05349 0.186 -0.119 1.059
C 1.86627 -1.14332 -1.16705 0.122 0.197 0.035
P 2.57492 -1.14695 0.52258 0.079 -0.076 -0.218
O 3.94984 -0.55654 0.45870 -0.036 -0.031 0.126
O 1.55092 -0.49192 1.44997 -0.123 0.078 0.112
C 2.63831 -2.90866 0.99614 -0.035 0.015 0.057
N 2.95885 -3.10262 2.41716 0.003 -0.047 -0.009
H 2.10869 0.72542 -1.90403 0.127 -0.085 -0.009
H 2.25199 -0.50479 -3.30445 0.437 0.536 -1.137
H 3.52617 -0.11553 -1.77900 -0.017 -0.006 0.048
H 1.89530 -2.13301 -1.62744 0.015 -0.113 0.072
H 0.83009 -0.83099 -1.07955 -0.012 -0.061 -0.055
H 3.38998 -3.41397 0.38532 -0.012 0.010 -0.017
H 1.66979 -3.36947 0.78168 0.000 -0.007 0.017
H 2.32457 -0.48974 -5.14233 0.308 -0.069 0.467
H 2.22175 -2.67434 2.96729 0.012 0.019 -0.006
H 3.80816 -2.58892 2.63083 0.001 0.011 0.003
S -0.48037 4.00501 -0.27259 -0.008 0.005 -0.010
C 0.39047 2.50180 -0.28184 -0.044 -0.087 -0.019
N 0.57530 1.95777 -1.42988 -0.071 0.013 0.032
C -0.00991 2.71403 -2.43505 -0.014 0.033 -0.041
C -0.01629 2.36552 -3.78719 -0.017 -0.011 0.013
C -0.65607 3.20989 -4.67067 -0.013 0.012 0.010
C -1.27834 4.38575 -4.22950 0.007 -0.001 -0.002
C -1.28037 4.73678 -2.89351 -0.004 0.001 -0.006
C -0.64174 3.88445 -1.99581 0.007 0.003 0.011
H 0.71189 2.04443 0.64364 0.140 0.087 0.086
H 0.45144 1.44109 -4.11317 0.050 0.035 0.001
H -0.68593 2.95156 -5.72132 -0.002 -0.001 -0.001
H -1.77441 5.02776 -4.94652 -0.002 0.001 -0.001
H -1.77042 5.64053 -2.55571 -0.002 0.000 0.001
C -3.98899 -1.19157 1.56077 0.010 -0.008 0.016
Si -2.92915 0.35942 1.55035 0.064 0.008 0.056
C -3.42126 1.34393 3.10217 -0.040 -0.011 -0.012
C -3.41059 1.42814 0.08173 -0.029 -0.011 -0.001
H -5.05140 -0.92945 1.58766 -0.005 -0.001 -0.009
H -3.76327 -1.80866 2.43303 -0.010 -0.002 -0.005
H -3.79744 -1.80461 0.67977 -0.004 0.009 0.004
H -4.50431 1.49969 3.10118 0.002 0.021 0.000
H -2.95465 2.33392 3.12912 0.005 -0.006 0.003
H -3.17838 0.81723 4.03017 0.006 -0.003 -0.002
H -4.48843 1.61952 0.08084 0.000 -0.002 -0.007
H -3.14296 0.92870 -0.85045 0.001 -0.003 -0.002
H -2.89458 2.38979 0.10699 -0.007 0.006 0.001
C 0.97937 2.07468 5.69421 0.007 -0.001 0.000
C 1.72779 1.31826 4.60154 -0.011 0.032 0.021
C 1.99559 -0.13049 5.02988 0.008 -0.009 -0.020
C 3.05897 1.99985 4.29838 -0.002 -0.003 -0.002
N 0.97340 1.40191 3.33958 0.023 -0.027 -0.041
N -0.28914 0.71617 3.35727 -0.110 0.154 -0.036
H 1.55964 2.08059 6.61855 0.000 0.002 0.002
H 0.01472 1.61130 5.91651 -0.001 -0.002 0.001
H 0.80229 3.10579 5.38416 0.000 0.000 0.001
H 2.66593 -0.15187 5.89091 -0.001 0.000 0.004
H 2.46068 -0.67965 4.20902 -0.003 0.008 0.013
H 1.08655 -0.66008 5.32866 -0.004 0.001 -0.002
H 3.70082 1.99306 5.18091 -0.001 0.002 0.002
H 2.89269 3.03238 3.98925 -0.002 0.000 -0.001
H 3.57841 1.47830 3.49133 0.001 0.000 -0.004
H 1.50805 0.90424 2.62023 0.014 -0.022 0.028
H -1.00727 1.38598 3.60125 -0.003 -0.012 0.062
H -0.31492 -0.02567 4.05527 0.064 -0.061 -0.060
O -1.37374 -2.95707 0.21970 -0.035 0.023 -0.072
C -1.29414 -2.05706 -0.60568 0.133 -0.026 -0.025
O -1.20966 -0.79446 -0.37439 -0.130 -0.030 0.018
C -1.19308 -2.39833 -2.08544 -0.009 0.047 0.016
C -1.24752 -3.73036 -2.46852 0.013 0.045 -0.030
C -1.03107 -4.04939 -3.79956 -0.025 0.008 -0.006
C -0.73360 -3.10180 -4.75927 0.009 -0.051 -0.027
C -0.67901 -1.78112 -4.35484 -0.102 0.123 -0.178
C -0.93311 -1.41983 -3.04230 0.047 -0.021 0.033
N -0.42874 -0.68832 -5.30055 -0.312 -0.394 -0.802
O 1.81435 -0.48746 -4.32723 -0.605 -0.277 -0.494
O -0.24440 -1.05243 -6.44454 -0.097 0.209 0.943
N -1.10751 -5.46351 -4.21042 0.123 -0.034 0.022
O -0.94597 -5.72298 -5.38770 -0.033 0.014 -0.039
O -1.31525 -6.29579 -3.35041 -0.054 0.002 0.015
H -1.43988 -4.49322 -1.72899 0.004 -0.004 0.002
H -0.54984 -3.37333 -5.78761 0.001 -0.010 0.004
H -0.88610 -0.37718 -2.75652 0.023 0.017 0.030
```
Positions in Å, forces in eV/Å.

The total charge is -1. As for the HOMO-LUMO gap: 7.77 eV. As for the energy above the lowest of the compared OMol25 structures with the same formula, charge and spin: 0.0 kJ/mol. For the electronic energy, the calculation gives -82778.20399 eV.

Atom charges from the Mulliken analysis, given in e for atoms 1 to 2: -0.468 -0.161